1.
C5H8O2 | wB97M-V/def2-TZVPD

Maximum force ... 0.51 eV/A
ΔE to the lowest compared entry with this formula, charge and spin ... 2.659 eV
Electronic energy ... -345.7072 Eh
Lowest unoccupied orbital energy ... 0.034 hartree
Spin multiplicity ... 1

Last column: Löwdin charge in e.
Atoms and positions in Å:
C1 1.17034 -0.93989 1.07550  -0.025
C2 0.20228 -0.12284 0.26839  -0.315
C3 -1.28106 -0.44689 0.23469  -0.092
O1 -1.34406 -0.21391 -1.20515  -0.071
C4 0.07765 -0.00314 -1.22147  -0.180
C5 0.34860 1.23168 -0.45057  -0.236
O2 -0.63628 2.20910 -0.41818  0.003
H1 0.99848 -2.01580 0.91563  0.086
H2 2.20640 -0.73102 0.79651  0.081
H3 1.04680 -0.74390 2.14449  0.081
H4 -1.93456 0.20895 0.82499  0.129
H5 -1.52063 -1.49323 0.45750  0.130
H6 0.73126 -0.37986 -2.00175  0.156
H7 1.34347 1.65544 -0.57350  0.157
H8 -1.40614 1.78270 -0.83969  0.096



2.
C5H8O2 | wB97M-V/def2-TZVPD

Maximum force ... 1.70 eV/A
ΔE to the lowest compared entry with this formula, charge and spin ... 3.819 eV
Electronic energy ... -345.6646 Eh
Lowest unoccupied orbital energy ... 0.028 hartree
Spin multiplicity ... 1
Structure (SMILES) ... OC1=CCOCC1

Last column: Löwdin charge in e.
Atoms and positions in Å:
O1 0.30176 -2.34827 -0.54196  0.066
C1 0.04544 -1.08489 -0.18398  -0.436
C2 -1.14622 -0.76535 0.42457  -0.055
C3 -1.09657 0.58735 1.09491  -0.222
O2 -0.43502 1.66857 0.42798  -0.141
C4 0.54121 1.33750 -0.52863  -0.203
C5 1.11876 -0.08919 -0.42540  -0.082
H1 -0.36633 -2.87019 -0.05594  0.124
H2 -1.26016 -0.79428 -0.81260  0.200
H3 -0.56295 0.39676 2.04550  0.119
H4 -2.07583 0.97315 1.38758  0.109
H5 1.35439 2.06535 -0.41695  0.123
H6 0.11483 1.46717 -1.53544  0.123
H7 1.77338 -0.20503 0.44311  0.140
H8 1.69330 -0.33866 -1.32275  0.133



3.
C5H8O2 | wB97M-V/def2-TZVPD

Maximum force ... 1.54 eV/A
ΔE to the lowest compared entry with this formula, charge and spin ... 2.804 eV
Electronic energy ... -345.7019 Eh
Lowest unoccupied orbital energy ... 0.032 hartree
Spin multiplicity ... 1
Structure (SMILES) ... O[C@H]1C[C@@]2(O)C[C@@H]12

Last column: Löwdin charge in e.
Atoms and positions in Å:
O1 -1.85233 1.15693 0.22104  -0.035
C1 -0.57790 0.86033 0.76487  -0.309
C2 -0.48019 -0.65569 1.07463  -0.019
C3 0.50486 -0.79279 -0.08322  -0.482
O2 1.71395 -1.47467 0.05486  0.026
C4 0.07483 -0.18919 -1.37164  -0.013
C5 0.58370 0.69473 -0.25236  -0.117
H1 -1.78249 1.95092 -0.32370  0.102
H2 -0.36459 1.52601 1.60789  0.141
H3 0.03982 -0.81036 2.02494  0.124
H4 -1.41990 -1.21753 1.06627  0.117
H5 2.17074 -1.45567 -0.79356  0.098
H6 0.71684 -0.29527 -2.24110  0.108
H7 -0.98719 -0.15869 -1.61328  0.110
H8 1.65987 0.86094 -0.13562  0.150



4.
C5H8O2 | wB97M-V/def2-TZVPD

Maximum force ... 0.35 eV/A
ΔE to the lowest compared entry with this formula, charge and spin ... 5.152 eV
Electronic energy ... -345.6156 Eh
Lowest unoccupied orbital energy (spin up / spin down) ... -0.002 / -0.002 hartree
Spin multiplicity ... 1

Last column: Löwdin charge in e.
Atoms and positions in Å:
C1 -0.19672 1.32608 -0.23848  -0.075
C2 -0.27365 -0.10136 0.16267  -0.505
C3 -0.99942 -1.21891 -0.51298  -0.068
C4 -1.33503 -0.83713 0.91276  -0.068
O1 1.06038 -0.44006 0.68117  0.044
C5 1.95806 0.39868 0.25033  -0.174
O2 2.29485 0.77263 -0.96311  0.093
H1 -0.63697 1.51715 -1.22737  0.040
H2 1.42613 1.07995 -1.32550  0.099
H3 -0.65172 2.00203 0.49021  0.034
H4 -1.69373 -0.95242 -1.30531  0.105
H5 -0.48308 -2.16392 -0.65774  0.105
H6 -2.25221 -0.28981 1.11046  0.108
H7 -1.03005 -1.52892 1.69346  0.105
H8 2.81315 0.43600 0.92944  0.156



5.
C5H8O2 | wB97M-V/def2-TZVPD

Maximum force ... 2.98 eV/A
ΔE to the lowest compared entry with this formula, charge and spin ... 4.968 eV
Electronic energy ... -345.6224 Eh
Lowest unoccupied orbital energy ... 0.034 hartree
Spin multiplicity ... 1

Last column: Löwdin charge in e.
Atoms and positions in Å:
C1 1.62331 -0.57777 0.29446  -0.089
C2 0.36028 0.11347 0.64788  -0.192
C3 0.20693 1.30326 -0.75330  -0.032
O1 -0.82010 0.71013 -1.59217  -0.025
C4 -1.19841 0.72517 -0.28505  -0.302
C5 -0.97674 -0.59257 0.43365  -0.287
O2 -1.00112 -1.74381 -0.36459  0.003
H1 2.41366 0.17343 0.27711  0.085
H2 1.52541 -0.98979 -0.71108  0.087
H3 1.84835 -1.37382 1.00004  0.083
H4 0.33736 0.58949 1.64825  0.153
H5 0.07859 2.41139 -0.71606  0.114
H6 -1.88428 1.44650 0.10392  0.143
H7 -1.65127 -0.75958 1.28998  0.160
H8 -0.86198 -1.43550 -1.27302  0.098



6.
C5H8O2 | wB97M-V/def2-TZVPD

Maximum force ... 2.07 eV/A
ΔE to the lowest compared entry with this formula, charge and spin ... 6.556 eV
Electronic energy ... -345.5640 Eh
Lowest unoccupied orbital energy (spin up / spin down) ... -0.025 / -0.029 hartree
Spin multiplicity ... 1

Last column: Löwdin charge in e.
Atoms and positions in Å:
O1 2.62617 -0.04155 0.49935  -0.063
C1 1.61047 -0.75902 -0.03449  -0.160
C2 -0.09107 -0.10314 0.65426  -0.184
C3 -0.82118 1.08369 0.16049  -0.064
C4 -1.97905 0.20888 -0.44545  -0.066
C5 -1.05958 -0.98104 -0.09398  -0.421
O2 -0.96915 -2.11423 -0.48583  0.094
H1 2.54250 0.85161 0.10023  0.058
H2 1.61920 -1.80006 0.32007  0.118
H3 1.51592 -0.61305 -1.11616  0.108
H4 0.35009 -0.09006 1.64060  0.124
H5 -1.03579 2.05349 0.60465  0.069
H6 0.93357 1.79145 -0.56748  0.146
H7 -2.37177 0.36974 -1.45701  0.110
H8 -2.87033 0.14328 0.22075  0.131



7.
C5H8O2 | wB97M-V/def2-TZVPD

Maximum force ... 0.37 eV/A
ΔE to the lowest compared entry with this formula, charge and spin ... 2.261 eV
Electronic energy ... -345.7219 Eh
Lowest unoccupied orbital energy ... 0.039 hartree
Spin multiplicity ... 1
Structure (SMILES) ... C1CO[C@@H]2C[C@@H]2O1

Last column: Löwdin charge in e.
Atoms and positions in Å:
C1 1.55068 -0.32715 -0.01010  -0.169
C2 1.10464 1.00000 -0.62656  -0.159
O1 -0.29250 1.15934 -0.82717  -0.070
C3 -1.13918 0.10838 -0.49220  -0.265
C4 -1.69242 -0.02383 0.89939  -0.016
C5 -0.64813 -0.98322 0.40044  -0.269
O2 0.62534 -0.80567 0.94488  -0.077
H1 1.74709 -1.08610 -0.78121  0.127
H2 2.48355 -0.15536 0.53707  0.129
H3 1.42321 1.82449 0.01809  0.122
H4 1.60640 1.12400 -1.59392  0.123
H5 -1.80831 -0.15661 -1.30769  0.149
H6 -1.32916 0.68419 1.63682  0.121
H7 -2.72177 -0.34520 1.02893  0.105
H8 -0.90945 -2.01725 0.17324  0.150



8.
C5H8O2 | wB97M-V/def2-TZVPD

Maximum force ... 3.36 eV/A
ΔE to the lowest compared entry with this formula, charge and spin ... 2.674 eV
Electronic energy ... -345.7067 Eh
Lowest unoccupied orbital energy ... 0.032 hartree
Spin multiplicity ... 1
Structure (SMILES) ... C=C1O[C@@]1(O)CC

Last column: Löwdin charge in e.
Atoms and positions in Å:
C1 -1.44355 -1.00594 1.47861  0.078
C2 -0.69649 -0.03851 1.03840  -0.099
O1 0.60191 0.78193 1.38333  0.072
C3 -0.09797 0.96312 0.20482  -0.598
O2 -0.75353 2.16672 -0.02259  0.063
C4 0.48874 0.40922 -1.12970  -0.141
C5 1.23432 -0.90499 -0.97998  -0.094
H1 -1.33742 -1.37639 2.48684  0.071
H2 -2.21115 -1.43545 0.85470  0.073
H3 -0.90200 2.59381 0.83185  0.115
H4 -0.32146 0.34081 -1.85809  0.121
H5 1.16722 1.20464 -1.44604  0.117
H6 0.54836 -1.72457 -0.77003  0.071
H7 1.95839 -0.83702 -0.17019  0.079
H8 1.76462 -1.13738 -1.90193  0.073



- What is the ΔE to the lowest compared entry with this formula, charge and spin in the first record?
  2.659 eV



What did the seventh record say?
C5H8O2 | wB97M-V/def2-TZVPD

Maximum force ... 0.37 eV/A
ΔE to the lowest compared entry with this formula, charge and spin ... 2.261 eV
Electronic energy ... -345.7219 Eh
Lowest unoccupied orbital energy ... 0.039 hartree
Spin multiplicity ... 1
Structure (SMILES) ... C1CO[C@@H]2C[C@@H]2O1

Last column: Löwdin charge in e.
Atoms and positions in Å:
C1 1.55068 -0.32715 -0.01010  -0.169
C2 1.10464 1.00000 -0.62656  -0.159
O1 -0.29250 1.15934 -0.82717  -0.070
C3 -1.13918 0.10838 -0.49220  -0.265
C4 -1.69242 -0.02383 0.89939  -0.016
C5 -0.64813 -0.98322 0.40044  -0.269
O2 0.62534 -0.80567 0.94488  -0.077
H1 1.74709 -1.08610 -0.78121  0.127
H2 2.48355 -0.15536 0.53707  0.129
H3 1.42321 1.82449 0.01809  0.122
H4 1.60640 1.12400 -1.59392  0.123
H5 -1.80831 -0.15661 -1.30769  0.149
H6 -1.32916 0.68419 1.63682  0.121
H7 -2.72177 -0.34520 1.02893  0.105
H8 -0.90945 -2.01725 0.17324  0.150